10
Properties=species:S:1:pos:R:3:forces:R:3:lowdin_charge:R:1 method="wB97M-V/def2-TZVPD" smiles=c1cnccn1 charge=0 gap_ha=0.372 e_above_lowest_ev=0.489
C -0.937340 -0.909295 0.011718 -0.59 -0.27 0.02 -0.147
C -0.566598 -0.293241 -1.173046 0.02 0.36 0.03 -0.134
N 0.426638 0.590116 -1.202735 -0.04 0.18 0.11 0.067
C 0.992073 0.873467 -0.028401 -0.26 0.16 -0.04 -0.136
C 0.704487 0.133009 1.110908 -0.02 0.23 0.21 -0.137
N -0.225402 -0.817527 1.122686 -0.28 0.73 0.19 0.070
H -1.921614 -1.351930 0.134960 0.28 -0.65 -0.36 0.105
H -1.140113 -0.425256 -2.085557 0.13 -0.12 0.05 0.104
H 1.574145 1.792608 0.025190 0.29 -0.42 -0.07 0.105
H 1.093725 0.408050 2.084276 0.48 -0.20 -0.13 0.103